Entry 1:
An isolated molecule of C4H4O in a non-equilibrium geometry, computed with ωB97M-V with the def2-TZVPD basis set.

largest force on an atom: 4.89 eV Å⁻¹
E_tot: -6254.1233 eV
energy above the lowest of the compared OMol25 structures with the same formula, charge and spin: 121.2 kcal per mole
net charge: 0

Last column: natural (NBO) charge in e.
Atoms and positions in Å:
O  -0.538  -1.614  0.125  -0.662
C  0.016  -0.566  -0.451  0.202
C  2.649  -0.502  0.135  0.170
C  1.483  -0.169  -0.075  -0.522
C  0.229  0.719  0.213  -0.372
H  0.252  1.516  -0.501  0.244
H  -0.415  -0.746  -1.628  0.233
H  -0.437  -1.656  1.037  0.478
H  -0.005  0.884  1.173  0.228

Entry 2:
A cluster of 3 separate species, C3H10O3 in total in a non-equilibrium geometry, computed with ωB97M-V with the def2-TZVPD basis set.

largest force on an atom: 2.24 eV Å⁻¹
E_tot: -9413.9729 eV
energy above the lowest of the compared OMol25 structures with the same formula, charge and spin: 36.0 kcal per mole
SMILES: C=CCO.O.O
net charge: 0

Last column: natural (NBO) charge in e.
Atoms and positions in Å:
O  -2.932  1.313  -0.102  -0.954
O  -2.433  -1.239  1.511  -0.945
O  1.975  1.552  -1.354  -0.713
C  2.469  0.444  -0.597  -0.101
C  1.244  -1.474  0.375  -0.357
C  1.412  -0.156  0.284  -0.242
H  -3.814  1.656  -0.273  0.478
H  2.831  -0.297  -1.322  0.168
H  -3.376  -1.054  1.485  0.471
H  3.309  0.861  -0.037  0.191
H  0.393  -1.969  0.809  0.208
H  1.093  1.328  -1.669  0.457
H  -2.011  -0.385  1.638  0.476
H  0.466  0.399  0.340  0.202
H  -2.440  1.256  -0.926  0.477
H  1.815  -2.233  -0.162  0.186

Entry 3:
A cluster of 3 separate species, C34H57BBr4N4O5 in total in a non-equilibrium geometry, computed with ωB97M-V with the def2-TZVPD basis set.

largest force on an atom: 4.67 eV Å⁻¹
E_tot: -333220.6997 eV
SMILES: [H]/N=C(/N)NCCCCc1cc2c(cc1CCCCCCCCCOC)C(=O)C(B(O)OCC)=C(NCCC)C2=O.BrCCBr.BrCCBr
net charge: 0

Last column: Mulliken charge in e.
Atoms and positions in Å:
Br  -1.263  -0.381  7.206  -0.157
Br  3.202  -1.369  11.059  -0.141
Br  -2.523  3.055  7.722  -0.157
Br  2.569  1.541  8.874  -0.138
O  1.240  3.010  0.242  -0.674
O  -5.708  -1.702  -0.856  -0.398
O  -0.111  5.081  -5.288  -0.573
O  -0.059  1.180  -4.912  -0.673
O  -2.200  4.124  -4.377  -0.603
N  1.417  0.764  3.462  -0.666
N  1.086  -1.691  3.650  -0.110
N  -0.718  -0.129  2.856  -0.517
N  -0.161  4.987  -1.695  -0.172
C  3.478  -2.779  0.612  -0.736
C  1.370  0.811  -2.967  0.416
C  2.125  -2.314  1.345  0.355
C  -4.875  -2.654  -1.593  -0.110
C  0.392  1.699  -3.860  0.309
C  -0.142  -4.434  -2.523  -0.844
C  3.241  -0.825  -1.226  1.062
C  1.086  2.704  -0.978  0.554
C  1.218  4.659  -5.685  -0.208
C  -0.844  2.442  6.941  -0.293
C  -1.965  2.632  0.373  -0.807
C  2.674  0.535  -0.673  -0.902
C  -3.079  -1.738  -3.316  -0.561
C  -5.300  -1.677  0.532  -0.497
C  3.399  -2.727  -3.268  -1.470
C  1.704  1.350  -1.551  0.381
C  -2.284  3.746  -0.779  -0.377
C  4.201  -1.634  -0.244  -1.207
C  -1.050  1.209  6.097  -0.202
C  2.874  -1.354  -2.634  0.616
C  2.321  -2.113  2.931  -1.046
C  -1.296  5.005  -0.715  -0.561
C  1.221  3.431  -6.750  -0.682
C  1.990  0.137  11.304  -0.598
C  2.461  -3.976  -2.899  -0.001
C  1.339  0.533  10.002  -0.562
C  0.010  3.166  -3.343  0.117
C  -2.142  -3.026  -3.611  -0.363
C  0.305  3.627  -2.017  -0.600
C  -1.304  -3.336  -2.278  -0.417
C  -4.607  -2.183  -3.102  -0.720
C  0.681  -0.320  3.330  0.237
C  1.920  -0.505  -3.547  -0.771
C  0.995  -3.921  -3.563  0.035
B  -0.753  4.160  -4.394  0.723
H  -2.014  -3.773  -1.477  0.242
H  0.286  -4.686  -1.492  0.327
H  2.569  0.941  11.759  0.393
H  -2.458  4.870  -4.978  0.302
H  0.143  3.148  -7.037  0.207
H  -5.260  -1.258  -3.305  0.335
H  0.997  -4.680  -4.426  0.311
H  1.242  -0.213  12.017  0.361
H  2.946  0.924  0.366  0.200
H  -0.496  3.274  6.327  0.395
H  3.173  -1.374  3.171  0.196
H  -5.358  -3.699  -1.541  0.242
H  -0.830  0.853  2.570  0.263
H  2.988  -4.929  -3.261  0.340
H  4.980  -2.168  -0.912  0.330
H  -4.995  -2.745  0.860  0.292
H  0.733  -2.885  -3.981  -0.311
H  1.676  5.550  -6.261  0.326
H  4.495  -2.956  -2.995  0.380
H  0.501  1.209  10.182  0.357
H  -0.661  -5.398  -2.890  0.365
H  3.387  -2.576  -4.415  0.373
H  4.218  -3.063  1.456  0.452
H  -1.390  3.085  1.248  0.266
H  -2.960  2.241  0.814  0.390
H  -3.857  -2.675  -1.043  0.127
H  -1.937  5.931  -0.984  0.320
H  -1.928  1.268  5.454  0.442
H  -0.880  -2.359  -1.847  0.201
H  1.832  3.680  -7.696  0.331
H  0.624  5.462  -1.203  0.379
H  1.352  -3.160  1.197  0.173
H  -0.169  1.012  5.484  -0.048
H  4.786  -0.886  0.384  0.433
H  2.337  0.463  3.828  0.244
H  -4.421  -0.946  0.709  0.112
H  -0.148  2.289  7.765  0.028
H  1.732  2.501  -6.294  0.092
H  -3.332  4.149  -0.499  0.428
H  -1.457  1.728  -0.106  0.087
H  1.585  -0.817  -4.588  0.355
H  0.994  -0.318  9.415  0.338
H  -0.959  5.197  0.375  0.268
H  -0.824  -0.778  2.064  0.291
H  -2.402  3.272  -1.808  0.134
H  3.274  -3.743  0.032  0.392
H  -6.190  -1.365  1.189  0.248
H  1.654  -1.366  0.919  -0.075
H  -2.761  -3.957  -3.855  0.350
H  -1.471  -2.764  -4.498  0.258
H  -2.716  -1.182  -2.386  0.220
H  2.622  -3.136  3.355  0.356
H  -4.944  -3.020  -3.806  0.304
H  2.326  -4.054  -1.769  -0.282
H  1.935  4.470  -4.809  0.204
H  -3.016  -1.029  -4.208  0.341
H  0.311  -2.359  3.532  0.324

Entry 4:
A structure of composition C3H4NO in a non-equilibrium geometry, computed with ωB97M-V with the def2-TZVPD basis set.

largest force on an atom: 2.64 eV Å⁻¹
E_tot: -6699.0496 eV
energy above the lowest of the compared OMol25 structures with the same formula, charge and spin: 129.6 kcal per mole
net charge: +1

Last column: natural (NBO) charge in e.
Atoms and positions in Å:
O  -1.930  -0.873  -0.130  -0.220
N  -2.632  0.360  0.058  -0.032
C  -1.586  0.980  0.097  0.697
C  -0.128  0.791  -0.121  -0.496
C  -0.470  -0.697  0.106  -0.101
H  -0.449  -0.873  1.203  0.237
H  0.103  -1.462  -0.472  0.285
H  -0.068  1.040  -1.219  0.311
H  0.348  1.208  0.762  0.319

Entry 5:
A structure of composition C32H54O13 in a non-equilibrium geometry, computed with ωB97M-V with the def2-TZVPD basis set.

largest force on an atom: 13.21 eV Å⁻¹
E_tot: -60659.2813 eV
energy above the lowest of the compared OMol25 structures with the same formula, charge and spin: 390.8 kcal per mole
net charge: 0

Last column: Mulliken charge in e.
Atoms and positions in Å:
O  0.127  -0.904  -1.773  -0.323
O  1.074  -1.300  -6.700  -0.640
O  1.761  -1.958  3.745  -0.579
O  -2.849  -1.581  0.320  -0.540
O  -2.525  -0.613  2.645  -0.448
O  0.292  1.470  3.394  -0.881
O  2.723  -0.490  2.249  -0.293
O  1.210  2.711  -1.562  -0.420
O  0.483  -0.780  -4.599  -0.476
O  2.326  3.279  0.250  -0.786
O  -2.461  -1.349  4.761  -0.453
O  -1.803  1.069  -2.139  0.224
O  0.988  0.446  -0.210  -0.092
C  0.799  0.975  1.104  1.979
C  -0.423  -1.198  -3.571  1.514
C  -0.477  -0.330  3.969  1.226
C  -2.474  -2.958  0.139  0.118
C  2.685  -1.779  0.287  0.149
C  -1.531  -1.461  5.811  -0.710
C  -2.994  -1.861  -1.906  -0.225
C  2.563  0.993  -2.447  -0.114
C  3.341  1.720  -1.380  -0.138
C  -1.465  2.228  -1.362  -0.139
C  0.419  -1.584  -5.722  0.271
C  -1.704  3.373  -2.272  -1.386
C  2.574  1.807  3.835  -1.437
C  0.474  2.859  3.675  -0.833
C  -0.186  -1.267  5.155  -0.980
C  1.347  1.842  -2.715  -0.292
C  -3.611  -1.046  -0.777  -1.183
C  1.904  3.059  3.260  -0.252
C  -2.856  -3.280  -1.315  -0.685
C  -1.895  -0.783  3.677  -0.154
C  2.137  -1.693  2.596  0.674
C  -0.762  0.976  1.163  -1.419
C  1.513  0.746  3.723  1.018
C  -1.115  -0.206  0.261  -0.236
C  3.063  -0.418  0.869  0.117
C  1.951  -2.532  1.385  -0.336
C  2.290  2.611  -0.764  0.846
C  -1.453  1.297  -3.499  -1.156
C  -0.539  -2.717  -5.440  -0.518
C  0.000  -0.287  -0.670  0.294
C  -1.397  -2.127  -4.328  -0.620
C  -1.216  2.755  -3.536  -0.005
H  -0.138  2.911  -3.546  -0.405
H  0.237  -0.628  3.202  0.174
H  -3.838  -3.738  -1.196  0.387
H  -0.321  0.708  4.263  0.197
H  -1.039  -3.007  -6.364  0.382
H  4.136  2.395  -1.696  0.440
H  2.370  -3.523  1.559  0.544
H  0.206  -2.202  4.755  0.560
H  -2.243  -1.644  -4.819  0.234
H  0.867  -2.574  1.280  -0.392
H  3.714  1.001  -0.650  0.055
H  3.432  1.434  3.276  0.310
H  1.280  0.347  1.854  0.187
H  2.567  0.421  0.380  -1.161
H  2.906  1.864  4.871  0.396
H  -1.647  -2.494  6.142  0.392
H  -1.101  0.793  2.182  0.686
H  -1.386  -2.963  0.206  -0.307
H  2.233  0.037  -2.041  -0.413
H  3.150  0.728  -3.327  0.744
H  -1.246  -1.176  0.740  0.301
H  1.401  0.309  4.715  0.476
H  2.014  -1.649  -0.562  -0.450
H  0.152  -1.756  -2.832  0.449
H  0.548  -0.911  5.878  0.384
H  1.329  2.487  -3.593  0.939
H  -2.312  0.981  -4.090  0.402
H  -1.779  -2.856  -3.614  0.056
H  -3.524  -1.807  -2.857  0.822
H  -2.092  -3.917  -1.760  0.431
H  -1.286  4.323  -1.937  0.343
H  -1.643  -0.751  6.630  0.305
H  0.023  -3.598  -5.129  0.277
H  -0.971  -0.449  -3.000  -1.463
H  0.319  3.033  4.740  0.414
H  -2.074  -0.101  -0.248  -0.516
H  -4.674  -1.136  -0.556  0.496
H  -2.137  2.235  -0.504  0.556
H  -3.327  -0.012  -0.975  0.447
H  0.465  1.222  -2.878  -0.705
H  -2.870  -3.643  0.889  0.569
H  -1.536  3.142  -4.504  0.592
H  1.956  3.149  2.175  -0.321
H  -0.501  1.920  -0.957  0.085
H  3.554  -2.326  -0.077  0.524
H  1.660  -0.043  2.985  -0.709
H  -2.785  3.448  -2.388  0.404
H  -2.021  -1.426  -2.136  -0.188
H  4.141  -0.284  0.784  0.968
H  2.370  3.948  3.686  0.627
H  -0.312  3.420  3.168  0.442
H  -0.537  0.743  -3.703  1.327
H  -1.207  1.920  0.848  -0.067
H  1.210  1.984  1.142  -0.912

Entry 6:
An isolated molecule of CN2O3 in a non-equilibrium geometry, computed with ωB97M-V with the def2-TZVPD basis set.

largest force on an atom: 2.48 eV Å⁻¹
E_tot: -10154.0174 eV
energy above the lowest of the compared OMol25 structures with the same formula, charge and spin: 106.2 kcal per mole
SMILES: N#CO[N+](=O)[O-]
net charge: 0

Last column: natural (NBO) charge in e.
Atoms and positions in Å:
O  -0.135  -0.900  0.050  -0.410
O  2.073  -0.347  -0.045  -0.238
O  0.554  1.177  0.032  -0.264
N  1.015  0.115  0.004  0.747
N  -2.282  0.195  -0.036  -0.333
C  -1.226  -0.240  -0.004  0.497

no.,orbital gap (eV),E_LUMO (eV)
1,9.98,-0.064
2,10.06,0.392
3,7.66,-1.465
4,8.61,-8.339
5,8.95,0.419
6,11.21,-0.646